Record 1
C32H31BMnN5O3S2 | ωB97M-V/def2-TZVPD

```
! RIJCOSX wB97M-V def2-TZVPD def2/J DEFGRID3
* xyz 0 5
O -2.949 -4.314 -3.131
C 1.650 -2.832 -2.146
H -3.140 -2.532 -4.195
H 5.142 -0.520 3.148
H -1.564 -4.319 2.939
C 4.152 -0.080 3.110
C -2.598 0.802 0.795
H -5.535 2.411 1.332
C -2.117 -4.241 0.350
C 0.219 1.531 2.921
H -3.244 -4.052 -5.110
C -1.818 1.401 1.812
C 2.809 4.361 -0.974
C -2.636 -4.648 -0.843
C -4.497 2.133 1.479
C 3.040 3.732 -2.141
C 1.013 4.190 0.791
N 1.626 3.832 -0.475
H 0.331 2.925 4.578
N 1.467 -1.596 -2.892
H -2.008 3.666 4.334
H 1.342 3.523 1.588
H 0.521 -2.373 -4.665
B 1.869 2.037 -3.686
H -0.350 -3.282 3.726
C -2.405 2.357 2.658
C -2.389 -3.866 -1.991
O 0.035 -1.724 1.882
H -2.324 -4.845 1.223
N 2.013 2.829 -2.357
H 3.373 5.112 -0.448
H 1.293 5.211 1.039
H -1.992 -2.690 3.472
H 2.941 2.110 -4.259
H -4.204 3.463 3.123
H 0.877 -3.537 -2.446
C -0.303 2.503 3.811
C 1.132 2.908 -1.344
C 2.070 0.256 1.925
H -1.667 -3.468 -4.533
H -0.066 4.112 0.697
H 2.056 1.830 4.939
C -1.196 -3.303 3.040
H -3.236 -5.544 -0.936
S 2.650 -0.025 -0.988
S -0.277 1.974 -1.120
C -2.732 -3.538 -4.304
H 4.319 0.872 5.031
C 0.952 -0.208 -4.496
N 1.542 0.497 -3.470
H 1.559 -2.632 -1.088
C -1.633 -2.717 -1.920
C -3.763 2.719 2.467
C 2.422 1.250 4.101
N -0.512 1.030 1.956
C -1.591 2.914 3.672
H -4.495 0.697 -0.144
C 3.340 -0.301 2.001
Mn 0.711 -0.222 0.510
H 0.955 2.487 -4.350
H 3.718 -0.913 1.192
H 2.634 -3.256 -2.341
H 0.602 0.291 -5.384
H -2.134 0.071 0.143
C 3.695 0.701 4.161
C -3.905 1.159 0.640
C 1.612 1.026 2.993
C 0.906 -1.511 -4.146
C -1.087 -2.301 -0.691
O -0.403 -1.198 -0.680
C 1.873 -0.360 -2.499
H 3.861 3.829 -2.833
C -0.777 -2.653 1.749
C -1.328 -3.070 0.476
H -1.445 -2.082 -2.775
*
```

**LUMO level (alpha / beta)**: -0.4 / -0.3 eV
**Energy above the lowest of the compared OMol25 structures with the same formula, charge and spin**: 31.6 kJ/mol
**Energy**: -3709.89489 Ha
**Frontier orbital gap (alpha / beta)**: 6.5 / 6.9 eV

Löwdin population analysis, charges in e, atoms 1 to 6:
1 O -0.061
2 C -0.023
3 H 0.101
4 H 0.104
5 H 0.065
6 C -0.076



Record 2
C29H82O12 | ωB97M-V/def2-TZVPD

```
! RIJCOSX wB97M-V def2-TZVPD def2/J DEFGRID3
* xyz 0 1
H 2.722 -5.062 2.202
H 5.441 3.115 -3.749
H 0.798 0.414 -2.194
H -1.264 -3.908 0.647
H 1.215 -1.230 -2.128
C 3.602 1.114 -4.063
H 1.263 -1.606 -6.964
O 2.224 -0.002 -0.029
H 0.980 -1.231 -8.639
H -4.060 3.824 -4.445
H -1.449 -5.655 0.438
C -3.090 4.301 1.731
H 1.574 1.573 7.502
H 3.507 0.936 3.226
C 0.516 0.443 -7.107
H -0.778 2.975 1.399
H 4.725 -3.725 2.926
H -5.817 1.233 -0.280
O -3.842 2.017 2.103
C -1.678 -4.561 -1.468
H 2.706 -3.266 1.975
H -4.201 -1.973 2.405
C 3.490 2.375 -3.109
H -1.250 -3.521 -3.055
C 5.263 0.512 2.140
H 3.302 1.344 -5.085
O -0.971 -3.544 -2.137
H -2.518 4.652 0.872
H -2.729 3.141 -1.918
H 4.998 1.020 1.213
H -3.339 -1.070 -0.770
H -1.215 2.527 -2.636
H 2.037 3.352 -2.439
O 6.104 1.446 2.693
C 1.574 0.908 5.649
H 1.748 -4.153 3.281
H 3.397 -0.632 2.509
H 4.381 -0.360 3.931
H 6.867 1.381 2.114
H -5.235 0.752 -2.304
H 2.856 0.348 -3.855
H 0.488 -0.774 5.071
C -2.703 2.850 2.216
H -3.616 -2.201 5.574
H -3.978 1.939 1.156
C 0.490 -1.268 0.855
H -2.303 2.911 3.228
H -3.689 -5.039 -1.192
C -1.622 2.290 1.325
H -4.161 4.386 1.544
C 3.871 -3.751 3.603
C -3.361 -1.500 2.914
C -2.176 4.021 -3.787
O 4.023 -4.640 4.676
H -2.673 -2.311 3.155
H 4.509 0.522 -4.183
C 0.815 -0.166 -0.168
H 0.010 -0.553 -5.219
H 4.167 -2.724 -0.681
H 1.180 1.295 -7.252
H -2.587 0.285 -1.512
H 0.469 -2.208 0.304
C -4.811 0.166 -1.489
O 2.146 2.819 -3.229
O -4.937 0.854 -0.335
H 4.588 4.238 -2.591
H 2.540 -0.865 -0.304
H 2.206 2.854 5.953
C 0.278 0.432 -5.600
H -1.317 4.141 -4.447
H -4.713 -0.871 5.952
H 2.806 -3.290 -1.028
H -1.961 2.021 0.324
H 0.220 0.717 0.064
O -4.703 0.309 3.872
H -1.239 1.225 -7.325
H -1.530 -5.500 -2.002
C 2.661 -4.088 2.689
H 0.003 -4.846 -0.116
H -2.951 -0.784 2.202
H 2.498 0.330 5.608
H 2.271 -0.403 -7.835
H -0.308 0.682 4.558
H -0.405 -1.049 1.437
H -0.442 -0.861 -1.855
H 0.691 2.789 4.990
C 4.103 0.062 2.964
H -5.185 -2.230 4.845
H -2.832 -0.304 4.492
H -2.901 5.052 2.498
C -1.078 -4.742 -0.029
C 0.672 0.213 4.645
H 1.236 0.599 -5.109
C -3.124 -4.189 -1.575
C 4.490 3.521 -3.406
H -1.214 4.186 -1.953
C 1.656 2.318 5.180
H 3.483 -4.307 5.396
C -1.813 3.417 -2.440
H 1.171 -1.416 1.693
H 3.938 4.068 -4.170
C -4.392 -1.554 5.165
C 0.565 -0.500 -1.647
O 1.025 0.994 6.969
H -0.349 1.252 -5.250
H -1.303 1.442 1.930
H 5.875 -0.355 1.891
H -2.656 4.970 -3.547
C 1.263 -0.788 -7.684
O -3.279 3.271 -4.368
H -5.548 -0.612 -1.285
H 2.293 2.362 4.296
H 3.719 -2.756 4.022
H -3.307 -3.326 -0.935
H 1.000 -0.023 3.632
O 3.232 -2.518 -0.656
C -3.422 -0.405 -1.630
H -3.145 -1.027 -2.482
O -0.704 0.538 -7.729
H 3.644 2.029 -2.087
H -4.454 0.782 3.074
C -3.747 -0.767 4.123
H -3.508 -3.843 -2.535
*
```

**LUMO level**: 0.1 eV
**Energy above the lowest of the compared OMol25 structures with the same formula, charge and spin**: 388.8 kJ/mol
**Energy**: -2056.77730 Ha
**SMILES**: CC(C)O.CC(C)O.CC(C)O.CC(C)O.CC(C)O.CC(C)O.CC(C)O.CCO.CCO.CCO.CCO.O
**Frontier orbital gap**: 9.4 eV

Löwdin population analysis, charges in e, atoms 1 to 6:
1 H 0.071
2 H 0.076
3 H 0.062
4 H 0.064
5 H 0.073
6 C -0.045



Record 3
C5H10NO3 | ωB97M-V/def2-TZVPD

```
! RIJCOSX wB97M-V def2-TZVPD def2/J DEFGRID3
* xyz -1 1
C 1.665 2.368 -1.199
H 0.457 -2.898 -0.262
H 0.060 -0.396 -0.259
O 1.009 2.002 1.049
O -0.609 2.203 -0.512
C -0.774 -1.092 -0.189
H -0.255 -2.464 -1.764
H -0.779 -0.017 3.015
C -1.133 -1.214 1.307
H 1.695 3.436 -1.454
N -0.789 -0.112 2.010
O -1.596 -2.220 1.798
H 2.631 2.047 -0.818
H -0.304 0.647 1.524
H 1.406 1.902 -2.151
C -0.468 -2.509 -0.692
C 0.573 2.174 -0.124
H -1.260 -3.205 -0.446
H -1.532 -0.650 -0.834
*
```

**LUMO level**: 3.8 eV
**Energy above the lowest of the compared OMol25 structures with the same formula, charge and spin**: 7.4 kJ/mol
**Energy**: -477.09913 Ha
**Frontier orbital gap**: 8.5 eV

Löwdin population analysis, charges in e, atoms 1 to 6:
1 C -0.055
2 H 0.069
3 H 0.091
4 O -0.114
5 O -0.078
6 C -0.156



Record 4
CH4O4Si | ωB97M-V/def2-TZVPD

```
! RIJCOSX wB97M-V def2-TZVPD def2/J DEFGRID3
* xyz 0 1
H 2.650 -1.392 0.727
H -0.830 -0.575 1.802
O 3.328 -0.254 -0.749
Si -0.794 0.464 -0.071
H -0.636 -0.777 -1.960
O -1.047 -0.840 0.932
C 2.664 -0.384 0.230
O -1.775 1.599 0.512
O -1.159 -0.041 -1.554
H -2.402 2.201 0.130
*
```

**LUMO level (alpha / beta)**: -0.7 / -0.3 eV
**Energy above the lowest of the compared OMol25 structures with the same formula, charge and spin**: 320.7 kJ/mol
**Energy**: -630.96215 Ha
**Frontier orbital gap (alpha / beta)**: 8.1 / 7.4 eV

Löwdin population analysis, charges in e, atoms 1 to 6:
1 H 0.061
2 H 0.011
3 O -0.012
4 Si 0.288
5 H 0.086
6 O -0.143



Record 5
C20H44BeF12N2O22S4 | ωB97M-V/def2-TZVPD

```
! RIJCOSX wB97M-V def2-TZVPD def2/J DEFGRID3
* xyz 1 2
C 0.849 -0.084 -5.427
O -0.348 -0.703 -5.299
O 3.624 -4.441 -2.274
H -4.168 6.235 -1.636
H 2.725 4.016 -1.600
F -2.543 6.115 4.905
Be -3.156 1.755 1.351
O -4.418 -2.957 0.595
C 3.760 -2.860 1.104
O -1.497 -0.421 -1.788
S -0.543 0.491 -1.122
C -0.675 2.136 -2.150
H 3.202 1.003 -2.235
H -0.329 -2.350 6.602
C 2.424 -4.151 -2.419
N -2.664 2.312 3.639
H -2.923 -0.984 -5.076
H 0.170 -3.648 -4.283
O 0.189 -2.783 5.920
F -4.053 4.940 3.751
F 1.369 1.287 1.499
C 4.522 0.757 2.046
H 3.017 -2.597 1.856
C -1.319 -0.232 -6.197
C -4.316 5.451 -2.378
S -2.772 1.736 5.084
H 3.758 -0.735 -2.161
C -4.233 0.422 4.926
O -5.530 4.810 -2.175
O -0.935 3.880 5.195
C -3.364 -2.979 -0.422
S -1.612 3.733 3.910
H 2.772 -2.216 -0.403
O 4.197 0.203 -3.902
O 0.871 0.215 -1.092
H -0.912 -5.888 -3.679
N -1.182 0.828 0.216
H -6.141 5.200 -2.804
O 1.780 -3.205 -1.767
F 0.142 3.081 -1.657
H -1.450 -0.931 -7.023
O -3.320 2.754 5.974
F 0.184 0.832 3.303
H 2.827 -1.695 5.133
O -1.623 -0.729 2.221
F 1.662 -0.520 2.680
O 1.571 -4.733 -3.247
F -3.979 -0.425 3.965
C 0.509 -3.029 -2.285
H -3.438 0.471 -6.038
C -0.104 -2.380 4.625
O 2.744 5.183 0.117
H 4.538 -0.110 2.707
H 5.262 1.516 2.299
H 4.787 -2.813 1.467
C 3.386 -2.621 5.269
C 0.787 0.356 2.232
H -2.591 0.682 -4.593
O 3.529 -1.919 0.108
H 0.470 -2.969 3.910
F -1.914 2.624 -2.169
H -0.227 -2.997 -1.482
S -0.584 -0.474 1.227
C 3.019 3.977 -0.551
H 4.225 -0.375 0.539
H -4.206 -3.599 1.276
H -3.572 4.661 -2.280
H 4.854 0.631 -1.932
H -3.728 -2.393 -1.266
H -4.361 5.864 -3.386
O 2.723 -3.570 6.138
H 4.096 3.820 -0.508
H 1.804 -3.294 6.160
C 3.981 0.282 -2.484
H 3.592 1.263 2.306
H -2.420 -2.572 -0.062
H 4.334 -2.262 5.668
H 3.368 -0.011 -4.337
C -0.605 0.994 -6.733
O -1.651 0.991 5.610
F -2.450 6.038 2.774
O -0.038 -1.676 0.657
F -0.375 1.914 -3.399
O 4.747 0.415 0.695
H -1.165 -2.536 4.426
F -4.258 -0.235 6.058
C -2.794 5.318 3.850
F -5.392 1.045 4.773
H -3.111 -3.954 -0.839
C -0.815 -5.080 -2.954
H 0.053 -1.306 4.526
H -0.678 -5.548 -1.979
H 3.613 -3.873 0.730
O 0.720 0.811 -6.370
O 1.902 -0.431 -4.921
C -2.651 0.005 -5.445
H -0.787 1.099 -7.803
H 2.580 3.129 -0.025
C 0.322 -4.111 -3.308
H -1.788 -4.590 -2.979
H 1.826 5.152 0.396
H 3.461 -3.135 4.310
H -0.920 1.979 -6.390
O -0.642 3.795 2.812
H 0.423 -2.073 -2.801
*
```

**LUMO level (alpha / beta)**: -8.5 / -9.1 eV
**Energy**: -5358.32522 Ha
**Frontier orbital gap (alpha / beta)**: 3.1 / 2.4 eV

Löwdin population analysis, charges in e, atoms 1 to 6:
1 C -0.508
2 O 0.074
3 O 0.128
4 H 0.080
5 H 0.080
6 F 0.165



Record 6
C10H20N4S | ωB97M-V/def2-TZVPD

```
! RIJCOSX wB97M-V def2-TZVPD def2/J DEFGRID3
* xyz 0 1
H -1.364 -0.704 -1.689
H -3.422 -0.370 -0.732
H 3.747 -1.122 -1.914
H -4.090 -2.527 0.367
N 4.814 -0.716 1.024
H -2.183 -0.071 0.714
C 0.557 3.049 1.241
H 1.869 3.676 -0.319
H 0.340 -2.441 -0.970
C 0.945 0.495 -0.892
C -3.384 -1.866 0.818
H -2.091 -2.462 -1.381
C -1.624 -1.483 -0.964
H -3.866 -1.445 1.712
N 3.231 -1.885 0.042
C 1.807 1.706 -0.574
C -2.717 -0.806 -0.018
C 3.998 -1.153 -0.898
H 3.548 -2.020 2.163
H 2.570 1.351 0.247
H 1.444 -0.053 -1.750
N 4.903 -0.498 -0.257
H 2.364 2.013 -1.438
H 1.429 3.197 2.064
C -0.423 -1.901 -0.318
H -0.011 3.953 1.444
C 1.069 2.978 -0.171
H -0.601 -2.688 0.438
S 0.420 -0.515 0.585
H -0.025 0.836 -1.352
H 0.333 3.166 -0.924
C 3.772 -1.484 1.262
N 2.421 -2.781 -0.169
H 0.017 2.194 1.391
H -2.585 -2.404 1.131
*
```

**LUMO level (alpha / beta)**: -1.4 / -1.4 eV
**Energy above the lowest of the compared OMol25 structures with the same formula, charge and spin**: 654.2 kJ/mol
**Energy**: -1010.01556 Ha
**Frontier orbital gap (alpha / beta)**: 7.2 / 7.2 eV

Löwdin population analysis, charges in e, atoms 1 to 6:
1 H 0.088
2 H 0.097
3 H 0.109
4 H 0.070
5 N 0.027
6 H 0.105



Record 7
C48H52F4O24 | ωB97M-V/def2-TZVPD

```
! RIJCOSX wB97M-V def2-TZVPD def2/J DEFGRID3
* xyz 0 1
H -2.307 -1.640 -5.053
H 3.116 4.073 0.267
H -0.991 -0.016 5.521
C 0.190 -1.855 5.795
H 6.930 -2.614 -2.660
O -4.629 5.509 0.411
H -4.860 4.224 6.247
C 7.196 -2.375 -1.631
H 7.913 -0.508 -2.329
O 4.219 4.375 -1.465
C -3.727 -1.588 -3.447
C -5.446 4.972 -0.431
C 0.352 -1.198 -1.292
O 6.908 -0.364 -0.598
O -6.279 5.558 -1.080
C 0.986 -2.711 5.008
H -1.688 1.146 0.957
H 1.013 -3.242 0.830
O 4.743 -0.727 0.088
H 8.732 -1.206 -0.833
C -2.887 3.414 6.151
H 7.861 -3.158 -1.266
C 2.406 -5.903 0.441
C -3.602 1.217 -3.598
C -4.394 -0.829 -2.573
C -0.224 -0.679 5.148
H 0.840 -4.007 -0.807
C 0.073 5.118 -0.940
C -3.970 3.336 0.030
O 3.761 2.241 -1.854
H -3.135 2.859 7.056
C 0.762 5.698 -2.096
H 1.548 -0.900 2.224
H -4.304 -5.074 0.775
H 0.692 1.618 0.576
H 1.022 -8.090 -3.742
H 1.481 4.984 -2.500
O -1.223 5.025 -1.442
H -1.743 -3.812 0.731
H -0.092 -2.105 6.807
H -1.509 -2.261 -1.636
C -1.061 0.489 0.373
C -3.107 -4.954 -1.753
C 0.218 -0.292 3.876
C -3.310 2.511 4.119
C 1.028 -0.139 -0.651
O -3.159 1.721 3.166
H 5.005 1.758 -0.224
C 0.239 0.753 0.115
O -0.139 4.304 3.738
H -3.793 5.223 5.356
H 4.767 4.088 0.499
F 2.453 -3.068 3.141
F 0.000 -3.421 -5.615
H 1.262 6.629 -1.830
O -3.189 -5.233 -2.976
H 1.684 -7.477 -6.138
C 5.827 -1.092 -0.353
C -4.360 0.596 -2.590
C -3.720 -4.294 0.287
H 3.304 1.784 0.203
H -4.754 1.202 -1.787
O 2.570 -7.082 0.678
H -3.673 2.292 -3.668
H 3.293 -3.092 0.714
H -0.028 5.847 -0.136
O -4.175 -4.602 -1.013
H -2.115 -5.601 0.960
C 0.098 3.807 2.514
O -5.202 3.654 -0.503
H -2.822 4.856 0.867
H 0.786 3.473 5.308
C 0.963 4.263 4.577
H 0.389 4.161 -0.524
H -2.346 0.846 -5.388
F 1.134 -1.993 -2.058
H 2.911 -3.162 -0.961
C 4.170 3.457 -2.392
O -0.237 6.017 -3.054
H -3.871 -3.263 0.608
H -4.141 2.394 0.551
H 1.300 5.250 4.894
C -0.024 -4.962 -3.815
H 1.065 -5.320 -7.007
C 1.394 -3.987 0.132
O 1.439 3.354 2.458
H -2.739 -0.783 -0.017
O -2.502 2.487 5.161
H 2.069 0.083 -0.833
O 4.334 3.707 -3.580
C -2.919 -0.997 -4.438
O -2.339 5.487 -3.411
C -2.952 0.411 -4.606
H -4.146 4.207 1.938
C 0.261 -4.625 -5.099
C -1.309 5.509 -2.721
C -0.990 -1.436 -1.171
O -4.274 3.394 4.329
C 2.866 -3.749 -0.044
O -1.996 -4.911 -0.978
H -0.185 -6.576 -2.377
C 1.202 -1.096 3.228
C -4.036 4.176 5.535
C 0.814 -5.590 -5.992
C 2.056 3.816 3.618
C 0.857 -7.101 -4.144
F -5.221 -1.497 -1.783
C 4.029 3.728 -0.218
H -3.317 3.237 -0.838
H -3.834 -2.663 -3.424
C -2.279 -4.694 0.379
C -1.689 -0.631 -0.222
O -0.767 3.644 1.634
H 1.180 -3.687 5.428
H 2.551 2.942 4.042
H -2.106 4.107 6.462
C 4.055 2.250 -0.434
C 7.808 -1.050 -1.389
H -0.479 -4.181 -3.223
C -3.855 4.514 0.933
H -0.194 0.641 3.521
C 0.215 -6.241 -3.323
O 6.071 -2.299 -0.791
O 1.305 -5.215 0.781
O 3.238 -5.091 -0.107
C 1.588 -2.258 3.837
C 1.130 -6.823 -5.480
H 2.690 4.656 3.335
*
```

**LUMO level**: -0.4 eV
**Energy**: -4065.39700 Ha
**SMILES**: Fc1ccccc1.Fc1ccccc1.Fc1ccccc1.Fc1ccccc1.O=C1OCCO1.O=C1OCCO1.O=C1OCCO1.O=C1OCCO1.O=C1OCCO1.O=C1OCCO1.O=C1OCCO1.O=C1OCCO1
**Frontier orbital gap**: 8.2 eV

Löwdin population analysis, charges in e, atoms 1 to 6:
1 H 0.095
2 H 0.112
3 H 0.086
4 C -0.059
5 H 0.142
6 O 0.126